Model 1:
12
Properties=species:S:1:pos:R:3 method="wB97M-V/def2-TZVPD" e_lumo_ha=0.025 smiles="SC(Cl)Cl.C=C" gap_ev=10.315 homo_energy_ev=-9.65
Cl -0.85 2.74 0.19
Cl 1.70 1.88 1.42
S 1.74 3.16 -1.20
C -1.23 -0.69 0.50
C 0.77 2.14 -0.07
C -1.98 0.11 1.31
H -1.94 -0.15 2.36
H 0.58 1.16 -0.45
H -1.35 -0.88 -0.53
H -2.70 0.94 1.05
H 1.61 4.38 -0.72
H -0.43 -1.06 1.09

=====

Model 2:
12
Properties=species:S:1:pos:R:3 method="wB97M-V/def2-TZVPD" e_lumo_ha=0.021 smiles=C[C@@H](S)C(Cl)Cl gap_ev=10.032 homo_energy_ev=-9.47
Cl -1.99 1.33 -0.55
Cl -1.75 -1.33 0.73
S 1.18 -1.49 -0.81
C 0.27 0.04 -0.35
C 0.47 0.52 1.14
C -1.17 -0.24 -0.59
H 0.63 0.78 -1.25
H 0.34 -0.48 1.62
H -1.40 -0.70 -1.45
H 1.45 1.14 1.27
H 2.30 -0.72 -1.18
H -0.32 1.14 1.42

=====

The winner here is model 2, beating the second structure by 109.5 kJ/mol.

=====

Model 1:
13
Properties=species:S:1:pos:R:3 method="wB97M-V/def2-TZVPD" e_lumo_ha=0.013 gap_ev=9.759 homo_energy_ev=-9.40
Cl -0.93 -2.06 -0.24
N -0.98 0.63 0.06
C -2.32 0.78 -0.19
C -3.46 1.14 -0.24
C -0.36 -0.49 0.19
C 2.05 -0.12 -0.37
C 1.08 -0.40 0.73
H 2.12 -0.75 -1.34
H 3.07 -0.06 0.17
H 1.83 0.82 -0.74
H 1.04 0.40 1.40
H 1.25 -1.41 1.23
H -4.39 1.52 -0.65

=====

Model 2:
13
Properties=species:S:1:pos:R:3 method="wB97M-V/def2-TZVPD" e_lumo_ha=0.029 smiles=C#CC1(NCl)CC1 gap_ev=10.305 homo_energy_ev=-9.51
Cl 0.72 2.02 -1.82
N 0.05 0.39 -1.62
C 1.38 -0.58 0.24
C 0.00 0.00 -0.26
C 2.44 -0.96 0.62
C -0.84 0.69 0.79
C -1.22 -0.68 0.30
H 3.37 -1.33 0.94
H -2.08 -0.76 -0.35
H -0.43 0.79 1.78
H -0.88 0.43 -2.02
H -1.07 -1.53 0.94
H -1.43 1.53 0.47

=====

The winner here is model 1, beating the second structure by 106.5 kJ/mol.

=====

Model 1:
14
Properties=species:S:1:pos:R:3 method="wB97M-V/def2-TZVPD" e_lumo_ha=-0.005 gap_ev=9.104 homo_energy_ev=-9.24
N -2.42 -0.34 0.26
N 2.34 -0.98 -0.23
N 1.63 2.24 0.27
N -1.45 1.50 -0.48
C -0.14 -0.67 -0.27
C 1.39 1.11 0.09
C 1.13 -0.23 -0.19
C -1.32 0.28 -0.24
H -0.68 1.97 -0.87
H 3.08 -0.29 0.09
H -2.25 -1.14 0.92
H -3.20 0.25 0.56
H -0.39 -1.71 -0.37
H 2.27 -1.98 0.46

=====

Model 2:
14
Properties=species:S:1:pos:R:3 method="wB97M-V/def2-TZVPD" e_lumo_ha=0.011 smiles="[H]/N=C1/C=CN=CNN1" gap_ev=9.109 homo_energy_ev=-8.82
N 0.24 0.22 -1.94
N 0.28 -1.23 2.23
N 0.19 0.74 0.89
N -0.66 1.36 -0.09
C 0.15 -1.07 -1.42
C -0.22 1.26 -1.39
C 0.21 -0.61 1.10
C 0.12 -1.46 -0.11
H -0.01 -2.50 0.06
H -0.86 2.34 0.13
H 0.23 -1.86 -2.16
H -0.36 2.15 -2.06
H 0.39 1.24 1.72
H 0.32 -0.57 3.03

=====

Model 3:
14
Properties=species:S:1:pos:R:3 method="wB97M-V/def2-TZVPD" e_lumo_ha=0.030 smiles="[H]/N=C/N1C=CN=CN1" gap_ev=8.727 homo_energy_ev=-7.92
N 0.31 -0.29 0.42
N -1.77 0.68 -0.56
N 0.23 1.08 0.77
N 2.34 0.25 -0.27
C 1.45 -0.68 -0.22
C -2.02 -0.62 -0.10
C -0.84 1.52 -0.12
C -0.94 -1.19 0.35
H 3.12 0.15 -0.83
H 1.23 1.55 0.89
H 1.56 -1.78 -0.63
H -0.76 -2.39 0.47
H -0.78 2.52 -0.21
H -3.13 -0.82 0.03

=====

The winner here is model 1, beating the second structure by 50.3 kJ/mol.

=====

Model 1:
14
Properties=species:S:1:pos:R:3 method="wB97M-V/def2-TZVPD" e_lumo_ha=-0.007 smiles="C=CC1=NN=CNN1" gap_ev=8.832 homo_energy_ev=-9.03
N 0.48 1.63 0.02
N 0.85 -0.86 -0.76
N -0.41 0.75 0.71
N 2.06 -0.03 -0.54
C -0.13 -0.59 0.13
C 1.81 1.18 -0.25
C -2.84 -1.01 0.17
C -1.42 -1.41 0.42
H -0.21 0.79 1.77
H -3.54 -1.90 0.29
H -0.01 2.13 -0.90
H 2.40 2.03 -0.13
H -1.01 -2.58 0.44
H -3.07 0.13 -0.33

=====

Model 2:
14
Properties=species:S:1:pos:R:3 method="wB97M-V/def2-TZVPD" e_lumo_ha=0.021 smiles="CN1CN=N[C@H]1C#N" gap_ev=10.289 homo_energy_ev=-9.71
N 0.13 0.44 0.15
N -1.28 -1.34 0.75
N -1.18 -1.42 -0.45
N -1.77 0.95 -2.73
C -0.36 -0.38 -1.05
C -1.11 0.35 -2.02
C -0.66 -0.09 1.23
C 1.53 0.55 0.43
H -0.09 -0.45 2.18
H 2.05 -0.47 0.56
H 2.05 0.77 -0.41
H 0.53 -0.79 -1.41
H 1.71 1.31 1.20
H -1.55 0.56 1.55

=====

The winner here is model 2, beating the second structure by 332.7 kJ/mol.

=====

Model 1:
14
Properties=species:S:1:pos:R:3 method="wB97M-V/def2-TZVPD" e_lumo_ha=0.032 gap_ev=9.273 homo_energy_ev=-8.40
N 0.23 -0.92 1.56
N -0.07 0.67 -0.58
N 0.55 2.54 0.66
N 0.48 0.40 1.63
C -0.08 -1.46 0.43
C -0.29 -0.66 -0.76
C 0.34 1.29 0.56
C -0.62 -1.28 -1.91
H -0.80 -0.63 -2.78
H 0.67 0.79 2.54
H -0.77 -2.35 -2.00
H 0.81 2.83 1.60
H -0.14 1.29 -1.38
H -0.32 -2.52 0.43

=====

Model 2:
14
Properties=species:S:1:pos:R:3 method="wB97M-V/def2-TZVPD" e_lumo_ha=0.007 smiles="[H]/N=C(/N)NC(=C)C#N" gap_ev=9.384 homo_energy_ev=-9.18
N 1.35 -0.77 -1.30
N -0.02 0.61 0.31
N -0.41 -2.71 -0.59
N 2.16 1.26 -0.13
C 1.04 0.31 -0.48
C -1.06 -0.25 0.35
C -2.29 0.17 0.57
C -0.58 -1.61 -0.34
H 1.99 1.14 0.96
H -3.30 -0.17 0.45
H 3.00 0.39 -0.36
H -0.07 1.42 0.92
H 0.26 -1.02 -1.51
H -2.07 1.23 1.15

=====

Model 3:
14
Properties=species:S:1:pos:R:3 method="wB97M-V/def2-TZVPD" e_lumo_ha="-0.043 / -0.076" gap_ev="8.134 / 7.594" homo_energy_ev="-9.30 / -9.67"
N -2.19 1.83 -0.29
N -1.33 -2.56 0.00
N 1.72 -0.77 -0.65
N -0.17 0.52 1.99
C -1.48 0.93 -0.29
C 0.68 0.15 -0.96
C -1.08 -1.45 -0.07
C -0.61 -0.13 -0.29
H 1.00 1.31 -0.74
H 0.51 0.17 -2.08
H 1.61 -1.34 0.10
H -0.78 0.17 2.75
H 2.51 -0.25 -1.04
H -0.38 1.41 1.57

=====

Model 4:
14
Properties=species:S:1:pos:R:3 method="wB97M-V/def2-TZVPD" e_lumo_ha=-0.046 gap_ev=6.187 homo_energy_ev=-7.43
N -1.83 1.57 0.12
N 0.70 -1.11 0.04
N 0.06 0.05 0.39
N -0.74 2.17 0.22
C -2.61 -0.82 -0.28
C -1.94 0.29 -0.05
C 1.60 1.83 -0.32
C 0.38 1.34 0.09
H -1.98 -1.71 -0.25
H 1.75 2.88 -0.55
H -0.07 -1.92 0.19
H 2.38 1.12 -0.61
H 0.88 -1.13 -0.93
H -3.58 -0.57 -0.55

=====

The winner here is model 1, beating the second structure by 380.7 kJ/mol.

=====

Model 1:
14
Properties=species:S:1:pos:R:3 method="wB97M-V/def2-TZVPD" e_lumo_ha=0.001 gap_ev=8.742 homo_energy_ev=-8.73
N -2.58 1.98 -1.25
N -1.28 1.94 -1.23
N 2.24 -1.25 0.77
N -0.13 -1.04 0.70
C -0.68 0.85 -0.47
C -1.12 -0.09 0.36
C 1.08 -0.59 0.20
C 0.74 0.45 -0.65
H -1.90 0.07 1.25
H 3.06 -0.69 1.23
H 2.80 -1.93 0.26
H -0.62 -2.01 1.02
H 1.50 1.19 -1.17
H -3.10 1.11 -1.03

=====

Model 2:
14
Properties=species:S:1:pos:R:3 method="wB97M-V/def2-TZVPD" e_lumo_ha=0.029 smiles="C=CN1C=NN=CN1" gap_ev=9.612 homo_energy_ev=-8.81
N -0.73 -0.31 1.17
N 0.26 0.39 0.47
N 0.69 -1.49 -0.80
N -0.69 -1.76 -0.68
C 0.09 1.80 0.34
C 0.61 2.56 -0.63
C -1.29 -1.25 0.30
C 1.04 -0.36 -0.37
H 1.16 2.08 -1.44
H -2.32 -1.59 0.43
H -0.37 -0.78 2.00
H 2.04 0.02 -0.56
H 0.61 3.64 -0.54
H -0.53 2.24 1.10

=====

The winner here is model 2, beating the second structure by 106.2 kJ/mol.

=====

Model 1:
8
Properties=species:S:1:pos:R:3 method="wB97M-V/def2-TZVPD" e_lumo_ha=-0.232 gap_ev=10.731 homo_energy_ev=-17.05 charge=+1
O 1.26 1.16 0.09
O 2.17 -0.84 0.13
N 1.39 -0.03 0.02
N -1.11 0.35 0.04
C -0.40 -0.68 -0.12
H -2.12 0.62 -0.06
H -0.36 1.04 0.30
H -0.83 -1.61 -0.40

=====

Model 2:
8
Properties=species:S:1:pos:R:3 method="wB97M-V/def2-TZVPD" e_lumo_ha=-0.242 smiles="N[N+](=O)C=O" gap_ev=10.419 homo_energy_ev=-17.02 charge=+1
O -1.99 -0.58 0.00
O 0.80 1.40 -0.04
N 0.33 0.31 0.00
N 1.08 -0.76 0.01
C -1.41 0.41 0.04
H 0.73 -1.70 -0.04
H 2.09 -0.56 -0.12
H -1.62 1.47 0.15

=====

Model 3:
8
Properties=species:S:1:pos:R:3 method="wB97M-V/def2-TZVPD" e_lumo_ha="-0.318 / -0.318" gap_ev="5.902 / 5.905" homo_energy_ev="-14.55 / -14.55" charge=+1
O 4.23 0.16 -0.23
O 1.98 -0.04 -0.14
N 5.07 -0.16 0.37
N -0.29 0.10 0.29
C 0.80 -0.42 -0.29
H 0.09 0.88 0.88
H -1.26 0.15 -0.02
H 0.61 -1.22 -1.12

=====

The winner here is model 3, beating the second structure by 23.4 kJ/mol.

=====

Model 1:
102
Properties=species:S:1:pos:R:3 method="wB97M-V/def2-TZVPD" e_lumo_ha="0.151 / 0.151" gap_ev="6.257 / 6.227" homo_energy_ev="-2.15 / -2.12" spin_multiplicity=3 charge=-2 s_squared=2.028
Sb -0.86 2.98 0.72
Tc -0.16 0.46 -1.02
Se -2.59 0.00 -1.20
Se -0.60 1.70 -3.09
Ge 1.89 -3.21 -0.34
Ge 0.77 -1.67 -1.90
S 3.48 3.14 -4.34
S 0.82 3.44 -3.07
S 4.55 1.38 -2.29
S 2.12 1.21 -0.65
F -2.80 -4.50 1.64
F -5.40 -4.10 2.32
F -1.50 -2.74 0.15
F -5.40 -0.07 -0.04
F -6.67 -1.85 1.46
O 5.97 2.26 -4.34
C -0.01 -0.27 0.90
C -4.70 -1.15 0.35
C 2.00 -0.62 -4.40
C -0.73 -0.72 4.39
C 1.68 -1.73 5.29
C -1.23 -2.14 -4.01
C -2.32 -4.21 -4.57
C 2.89 1.89 -2.07
C 0.72 5.53 0.17
C -2.77 -2.46 0.45
C -5.38 -2.06 1.13
C -0.56 -1.02 5.73
C 4.60 -1.42 -3.87
C 1.52 -1.42 3.95
C -3.18 1.82 2.30
C -3.89 3.27 0.34
C 4.90 2.26 -3.77
C 1.60 2.88 2.58
C 0.85 -3.96 1.14
C 0.14 -0.56 2.08
C -3.38 -1.31 -0.03
C 0.08 3.01 2.68
C -0.50 -2.75 -2.99
C 3.39 -2.30 0.55
C 3.57 -1.72 -2.98
C 0.64 -1.53 6.20
C -2.88 3.08 1.48
C 3.03 -0.29 -5.28
C -0.73 5.06 0.10
C -4.74 -3.20 1.57
C -2.13 -2.86 -4.80
C -1.67 6.04 0.80
C 2.41 2.72 -3.02
C 4.34 -0.69 -5.02
C 0.31 -0.90 3.47
C -0.32 4.17 3.59
C 2.25 -1.34 -3.22
C -0.72 -4.12 -2.78
C -3.43 -3.39 1.22
C -1.62 -4.84 -3.55
C 2.69 -4.78 -1.22
H 1.01 5.73 1.21
H 1.95 -5.38 -1.75
H -2.52 1.72 3.16
H 5.62 -1.72 -3.64
H 3.46 -2.66 1.58
H 0.77 -1.77 7.24
H 3.22 -1.22 0.56
H -1.46 6.12 1.86
H 1.54 -4.44 1.84
H 2.04 2.75 3.58
H -1.67 -0.32 4.03
H -1.01 4.99 -0.96
H 0.11 -4.69 0.80
H -1.78 -5.90 -3.35
H 0.85 6.47 -0.38
H 3.46 -4.48 -1.94
H -0.29 2.07 3.11
H 0.33 -3.15 1.65
H -3.62 4.09 -0.33
H -3.95 2.37 -0.27
H 3.16 -5.41 -0.45
H -1.13 -1.07 -4.18
H 0.01 5.13 3.19
H 0.15 4.05 4.58
H -1.56 7.04 0.36
H -1.40 4.23 3.75
H 2.05 3.78 2.13
H 1.00 -0.28 -4.62
H 4.34 -2.50 0.05
H -2.72 5.76 0.69
H -4.89 3.48 0.74
H 1.42 4.81 -0.24
H 1.90 2.03 1.96
H 2.63 -2.12 5.64
H -3.03 -4.77 -5.18
H 2.33 -1.56 3.25
H -0.19 -4.63 -1.98
H -1.38 -0.86 6.42
H -2.91 3.95 2.14
H -3.05 0.92 1.68
H 2.81 0.29 -6.16
H -4.21 1.82 2.67
H 3.82 -2.26 -2.08
H -2.68 -2.35 -5.58
H 5.14 -0.42 -5.69

=====

Model 2:
102
Properties=species:S:1:pos:R:3 method="wB97M-V/def2-TZVPD" e_lumo_ha="0.151 / 0.151" gap_ev="6.272 / 6.232" homo_energy_ev="-2.16 / -2.12" spin_multiplicity=3 charge=-2 s_squared=2.028
Sb -2.70 -1.00 -1.76
Tc 0.08 -0.12 -0.46
Se 0.97 -2.28 -1.22
Se 0.87 0.63 -2.64
Ge 1.91 0.61 1.04
Ge 1.57 0.67 3.48
S -1.22 1.85 0.08
S -0.83 4.77 0.09
S -0.20 5.03 -2.74
S -0.59 2.15 -3.36
F 2.38 -4.50 3.40
F 0.69 -5.27 -1.68
F 2.05 -7.01 2.43
F 1.19 -7.37 -0.12
F 1.86 -2.40 1.86
O -0.32 7.08 -1.08
C -0.43 5.88 -1.21
C -2.65 -3.95 -0.99
C -0.90 -0.91 1.16
C -0.84 3.27 -0.85
C 3.10 1.39 4.51
C -4.33 -2.49 5.12
C 3.21 4.29 -0.77
C -2.76 -0.90 4.22
C 3.65 -0.32 0.73
C -2.53 -1.71 3.10
C -4.48 -1.21 -4.38
C -1.65 -1.29 2.05
C 5.60 -1.56 1.52
C -4.62 0.41 0.21
C -4.12 -3.31 4.01
C 2.93 2.95 -0.52
C 1.68 -3.59 1.33
C -3.56 -0.24 -3.64
C 4.40 -0.91 1.76
C 1.95 -4.67 2.14
C 0.06 1.86 3.94
C 1.10 -1.02 4.38
C 5.36 -1.08 -0.82
C 6.09 -1.64 0.22
C 2.28 3.51 1.71
C 4.16 -0.44 -0.57
C 1.10 -5.02 -0.43
C -1.93 -3.52 -3.37
C -0.58 3.42 -2.16
C -2.89 -3.12 -2.25
C 1.36 -6.13 0.36
C -5.73 -1.50 -1.02
C -3.65 -1.29 5.21
C 1.25 -3.72 0.01
C -4.43 -0.98 -0.41
C 2.57 4.85 1.47
C 1.78 -5.95 1.66
C 2.45 2.52 0.73
C 3.03 5.25 0.22
C -4.25 1.10 -3.39
C -3.23 -2.93 3.02
H -2.23 0.05 4.28
H -4.44 1.62 -4.34
H 5.73 -1.15 -1.84
H 2.42 5.58 2.25
H 0.77 -0.79 5.40
H -2.67 -0.07 -4.24
H -3.70 0.77 0.68
H -4.10 -1.66 0.38
H -0.61 1.95 3.07
H -5.63 -2.52 -1.40
H -5.38 -1.44 -3.80
H -3.81 -0.64 6.07
H -2.71 -5.02 -1.21
H 6.15 -2.01 2.34
H -1.99 -2.85 -4.24
H -3.38 -3.73 -0.21
H -3.98 -2.15 -4.64
H -1.65 -3.75 -0.58
H 3.55 4.59 -1.76
H 4.02 -0.86 2.78
H -0.50 1.44 4.78
H 3.08 2.23 -1.31
H -4.81 -0.75 -5.33
H -3.63 1.76 -2.77
H -4.65 -4.25 3.92
H 2.85 1.36 5.57
H 4.02 0.81 4.35
H 1.90 3.23 2.68
H -5.39 0.37 0.99
H -0.90 -3.50 -3.02
H -5.03 -2.79 5.89
H 3.31 2.43 4.22
H -6.52 -1.50 -0.26
H 3.59 -0.04 -1.40
H -5.21 0.96 -2.88
H -3.06 -3.56 2.16
H 1.94 -1.72 4.43
H -2.14 -4.54 -3.72
H 7.03 -2.15 0.02
H -4.93 1.15 -0.53
H 0.28 -1.50 3.84
H 3.22 6.29 0.02
H -6.07 -0.86 -1.84
H -3.92 -3.25 -2.59
H 0.40 2.87 4.21

=====

The winner here is model 1, beating the second structure by 8.6 kJ/mol.

=====

Model 1:
11
Properties=species:S:1:pos:R:3 method="wB97M-V/def2-TZVPD" e_lumo_ha=0.031 smiles="CC(=S)NN" gap_ev=9.415 homo_energy_ev=-8.58
S -1.87 0.25 -0.79
N 0.34 -0.86 0.04
N -0.27 -2.12 -0.06
C 0.33 1.65 0.30
C -0.37 0.33 -0.15
H 1.48 1.62 0.20
H 0.22 1.85 1.38
H -1.18 -1.83 -0.25
H 0.00 2.53 -0.35
H 0.14 -2.64 -0.88
H 1.17 -0.78 0.58

=====

Model 2:
11
Properties=species:S:1:pos:R:3 method="wB97M-V/def2-TZVPD" e_lumo_ha=0.029 smiles="CS/C=N/N" gap_ev=9.174 homo_energy_ev=-8.38
S 1.15 0.32 0.83
N -1.91 0.34 -1.62
N -0.68 -0.03 -0.96
C -0.24 0.83 -0.09
C 0.80 -1.43 0.91
H 1.68 -1.98 1.21
H -2.31 -0.56 -1.84
H -0.76 1.82 -0.16
H -0.07 -1.85 1.63
H 0.39 -1.69 -0.09
H -2.53 0.67 -0.84

=====

The winner here is model 1, beating the second structure by 89.8 kJ/mol.

=====

Model 1:
11
Properties=species:S:1:pos:R:3 method="wB97M-V/def2-TZVPD" e_lumo_ha=0.012 smiles="CC(=S)NN" gap_ev=8.797 homo_energy_ev=-8.47
S -1.68 -0.48 0.08
N 2.22 -0.55 0.20
N 0.90 -0.57 -0.38
C 0.02 1.70 -0.04
C -0.15 0.15 -0.04
H 0.86 1.93 0.61
H 0.60 -1.63 -0.47
H -0.86 2.06 0.45
H 2.72 0.21 -0.29
H 0.18 2.13 -1.00
H 2.15 -0.31 1.18

=====

Model 2:
11
Properties=species:S:1:pos:R:3 method="wB97M-V/def2-TZVPD" e_lumo_ha=0.024 smiles="CN(N)C=S" gap_ev=9.235 homo_energy_ev=-8.59
S -2.71 -0.03 -0.08
N -0.06 1.40 0.10
N -0.07 0.05 -0.10
C -1.18 -0.66 0.12
C 1.22 -0.56 -0.08
H 1.23 -1.65 -0.35
H -0.20 1.82 -0.71
H -0.91 1.68 0.55
H 1.69 -0.37 0.94
H -0.82 -1.69 0.44
H 1.81 0.03 -0.82

=====

The winner here is model 1, beating the second structure by 27.9 kJ/mol.

=====

Model 1:
5
Properties=species:S:1:pos:R:3 method="wB97M-V/def2-TZVPD" e_lumo_ha=-0.011 smiles="O=C=[NH+][O-]" gap_ev=8.656 homo_energy_ev=-8.95
O -1.89 -0.27 0.12
O 1.34 0.95 0.24
N 0.40 0.14 -0.19
C -0.76 -0.14 0.20
H 0.91 -0.68 -0.37

=====

Model 2:
5
Properties=species:S:1:pos:R:3 method="wB97M-V/def2-TZVPD" e_lumo_ha="-0.045 / -0.047" gap_ev="10.201 / 10.119" homo_energy_ev="-11.43 / -11.41"
O 1.91 1.32 0.36
O -0.30 0.90 0.68
N -1.12 -2.04 -0.47
C 0.80 1.13 0.49
H -1.28 -1.31 -1.05

=====

The winner here is model 2, beating the second structure by 57.9 kJ/mol.